No. 1
DFT (ωB97M-V/def2-TZVPD) results for a cluster of 2 separate species, C2H9N2O2S in total.

Max |F|   3.944 eV Å⁻¹
Total charge   +1
Highest occupied orbital energy   -0.54689 Eh
E   -20121.2823 eV
Orbital gap   0.3854 Ha

Positions of all 16 atoms, in Å:
C -0.89 0.26 -1.13
C -0.01 1.26 -0.45
N 0.04 -1.52 -0.94
N -0.17 1.27 1.03
O 1.91 -1.06 0.71
O -0.39 -1.23 1.47
S 0.64 -1.68 0.55
H -1.82 -0.01 -0.64
H -0.93 0.31 -2.21
H -0.23 2.25 -0.85
H 1.04 1.05 -0.68
H 0.72 -1.51 -1.69
H -0.97 1.83 1.33
H 0.68 1.61 1.49
H -0.34 0.23 1.36
H 0.73 -3.05 0.65

Löwdin atomic charge list, values in e, 5 entries: 0.097 -0.195 -0.133 0.156 -0.312

No. 2
DFT (ωB97M-V/def2-TZVPD) results for a cluster of 2 separate species, C3H10N in total.

Max |F|   6.170 eV Å⁻¹
Total charge   +1
Highest occupied orbital energy   -0.48269 Eh
E   -4753.8188 eV
Orbital gap   0.3307 Ha

Positions of all 14 atoms, in Å:
N 0.10 0.87 -2.14
H 0.30 1.23 -3.12
H -0.90 0.68 -1.77
H 0.51 -0.04 -2.06
H 0.55 1.49 -1.50
C -0.85 -0.50 2.12
C -0.20 -0.83 0.75
C 1.01 -0.33 0.24
H -0.24 0.38 2.55
H -1.82 0.22 1.97
H -0.95 -1.35 2.79
H -0.66 -1.68 0.20
H 1.81 -0.92 -0.29
H 1.32 0.78 0.28

Löwdin atomic charge list, values in e, 5 entries: 0.279 0.188 0.197 0.101 0.102

No. 3
DFT (ωB97M-V/def2-TZVPD) results for a cluster of 2 separate species, C3H12N2S in total.

Structure (SMILES)   CSC.NCN
Max |F|   2.048 eV Å⁻¹
Total charge   0
Highest occupied orbital energy   -0.30860 Eh
E   -17120.0895 eV
Orbital gap   0.3500 Ha

Positions of all 18 atoms, in Å:
C -2.00 1.74 5.15
S -0.74 0.79 4.28
C -0.11 -0.17 5.62
H -1.59 2.29 5.99
H -2.42 2.39 4.38
H -2.89 1.21 5.51
H 0.29 0.31 6.51
H 0.58 -0.94 5.28
H -0.93 -0.82 5.92
N 1.11 -2.19 -6.02
C 1.51 -1.06 -6.83
N 0.91 0.19 -6.46
H 0.35 -2.09 -5.38
H 1.86 -2.84 -5.91
H 1.31 -1.18 -7.89
H 2.62 -1.08 -6.80
H 1.15 0.94 -7.07
H 0.91 0.42 -5.48

Löwdin atomic charge list, values in e, 5 entries: -0.445 0.733 -0.484 0.033 0.024

No. 4
DFT (ωB97M-V/def2-TZVPD) results for a structure of composition C38H29AsN6O3PbS2.

Max |F|   2.744 eV Å⁻¹
Total charge   0
Highest occupied orbital energy   -0.29649 Eh
E   -142714.9383 eV
Orbital gap   0.2438 Ha

Positions of all 80 atoms, in Å:
Pb -0.42 1.13 0.86
O -2.44 3.92 3.50
C -1.65 3.16 2.92
N -1.88 1.93 2.39
C -3.20 1.43 2.41
O -4.21 2.07 2.59
C -3.28 -0.07 2.31
C -4.53 -0.69 2.38
C -4.58 -2.06 2.46
C -3.40 -2.81 2.39
C -2.23 -2.10 2.25
N -2.14 -0.76 2.29
C -0.24 3.66 2.85
C 0.04 5.04 3.04
C 1.35 5.41 3.23
C 2.28 4.38 3.31
C 1.92 3.07 3.01
N 0.66 2.70 2.79
H -5.42 -0.01 2.37
H -5.55 -2.55 2.53
H -3.43 -3.86 2.41
H -1.24 -2.60 2.26
H -0.77 5.77 3.08
H 1.59 6.46 3.43
H 3.28 4.75 3.52
H 2.62 2.23 2.91
N 0.56 5.25 -0.61
C -0.08 4.05 -0.45
S 1.04 2.64 -0.43
N -1.34 3.98 -0.54
N -1.84 2.69 -0.49
C -3.07 2.48 -0.74
C -3.53 1.05 -0.71
C -4.89 0.89 -0.86
C -5.54 -0.36 -0.86
C -4.73 -1.50 -0.90
C -3.34 -1.34 -0.83
C -2.71 -0.11 -0.73
O -1.42 -0.10 -0.54
H 1.47 5.28 -0.11
H 0.00 6.05 -0.29
H -3.80 3.26 -0.95
H -5.51 1.79 -0.85
H -6.67 -0.39 -0.89
H -5.12 -2.50 -1.04
H -2.72 -2.22 -0.77
S 0.77 -0.80 1.95
C 2.41 -1.50 1.49
C 3.23 -1.90 2.53
C 4.30 -2.76 2.28
C 4.63 -3.12 1.00
C 3.91 -2.58 -0.04
C 2.77 -1.77 0.19
As 1.78 -0.85 -1.21
C 0.77 -2.36 -2.05
C 0.91 -3.71 -1.82
C 0.14 -4.62 -2.52
C -0.76 -4.18 -3.47
C -0.95 -2.81 -3.65
C -0.21 -1.88 -2.93
C 3.28 -0.79 -2.56
C 4.46 -0.17 -2.10
C 5.57 0.01 -2.95
C 5.48 -0.45 -4.27
C 4.33 -1.10 -4.71
C 3.26 -1.27 -3.83
H 2.94 -1.55 3.50
H 4.98 -3.01 3.07
H 5.40 -3.83 0.73
H 4.12 -2.76 -1.07
H 1.69 -4.01 -1.16
H 0.34 -5.72 -2.35
H -1.33 -4.88 -4.11
H -1.70 -2.43 -4.35
H -0.42 -0.82 -2.93
H 4.58 0.13 -1.06
H 6.42 0.55 -2.60
H 6.39 -0.35 -4.91
H 4.21 -1.47 -5.74
H 2.39 -1.75 -4.24

Löwdin atomic charge list, values in e, 5 entries: 0.960 0.082 -0.446 0.035 -0.416

no.,LUMO (eV)
1,-4.39
2,-4.14
3,1.13
4,-1.43